No. 1
40
Properties=species:S:1:pos:R:3:mulliken_charge:R:1 method="wB97M-V/def2-TZVPD" homo_energy_ev=-8.6 total_charge=0 lumo_ev=-0.014 total_energy_ha=-1106.04585 e_above_lowest_kcal_mol=0.0
O -1.03 -2.36 -0.26 -0.696
C -0.94 -1.15 -0.19 0.529
N -2.01 -0.29 -0.10 -0.011
C -3.36 -0.58 -0.01 0.447
C -3.84 -1.89 -0.03 -0.564
C -5.19 -2.14 0.05 -0.526
C -6.10 -1.10 0.16 -0.660
C -5.65 0.20 0.18 -0.587
C -4.28 0.49 0.10 0.024
C -3.85 1.89 0.13 0.914
O -2.69 2.28 0.10 -0.712
O -4.85 2.77 0.21 -0.468
C 0.38 -0.46 -0.23 0.618
C 0.62 0.82 0.27 -0.905
C 1.89 1.36 0.22 -0.964
C 2.95 0.64 -0.33 0.737
N 4.20 1.25 -0.36 -0.143
C 5.48 0.75 -0.27 0.173
O 6.42 1.52 -0.34 -0.637
C 5.64 -0.72 -0.04 -0.002
C 6.48 -1.16 1.12 -0.719
C 5.00 -1.38 1.14 -0.450
C 2.71 -0.63 -0.85 -0.255
C 1.44 -1.17 -0.78 -0.632
H -1.81 0.71 -0.09 0.133
H -3.14 -2.70 -0.11 0.530
H -5.54 -3.16 0.04 0.408
H -7.16 -1.30 0.22 0.402
H -6.34 1.02 0.26 0.453
H -4.49 3.67 0.23 0.353
H -0.17 1.40 0.72 0.339
H 2.07 2.35 0.61 0.366
H 4.19 2.27 -0.35 0.226
H 5.75 -1.29 -0.96 0.454
H 7.13 -2.01 1.00 0.265
H 6.88 -0.39 1.76 0.246
H 4.62 -2.39 1.02 0.266
H 4.39 -0.77 1.79 0.233
H 3.50 -1.18 -1.32 0.375
H 1.25 -2.15 -1.18 0.443

---

No. 2
111
Properties=species:S:1:pos:R:3:mulliken_charge:R:1 method="wB97M-V/def2-TZVPD" homo_energy_ev=-4.5 total_charge=-1 lumo_ev=1.872 total_energy_ha=-17355.65441 e_above_lowest_kcal_mol=7.3
Tl -1.29 0.77 -0.42 0.794
Se 1.97 0.50 -0.58 -0.158
P 1.86 2.65 -0.63 0.587
Se -0.06 3.53 -1.00 -0.523
C 3.11 3.27 -1.82 0.405
C 2.87 4.42 -2.57 -0.683
C 3.80 4.86 -3.50 -0.602
C 4.99 4.16 -3.68 -0.380
C 5.24 3.02 -2.93 -0.783
C 4.30 2.57 -2.02 -0.275
C 2.46 3.21 1.01 0.593
C 3.81 3.31 1.31 -0.387
C 4.23 3.54 2.62 -0.782
C 3.29 3.67 3.64 -0.465
C 1.94 3.59 3.34 -0.459
C 1.52 3.36 2.03 -0.526
H 1.94 4.95 -2.43 0.284
H 3.60 5.74 -4.09 0.378
H 5.72 4.50 -4.41 0.362
H 6.16 2.46 -3.08 0.391
H 4.47 1.65 -1.47 0.330
H 4.55 3.20 0.53 0.327
H 5.28 3.62 2.85 0.392
H 3.61 3.83 4.66 0.373
H 1.20 3.69 4.13 0.401
H 0.46 3.32 1.79 0.339
Se -3.91 1.29 -1.98 -0.406
C -4.92 0.36 -0.78 0.314
N -5.55 -0.24 -0.01 -0.775
C 4.13 -0.44 2.73 -0.796
O 2.78 -0.14 3.13 0.295
C 2.51 -0.25 4.43 -0.567
O 3.31 -0.61 5.26 -0.672
C 1.07 0.10 4.69 0.132
C 0.69 0.37 5.94 1.680
As -1.14 0.46 6.64 -0.147
C -0.91 2.23 7.47 -1.173
C -2.08 1.08 5.04 2.066
C -1.70 0.91 3.77 -0.916
As -0.02 0.11 3.05 1.486
C -0.61 -1.77 3.20 -1.103
C -2.42 1.48 2.57 -0.503
O -1.88 2.37 1.96 -0.610
O -3.44 0.85 2.01 -0.161
C -4.17 -0.20 2.66 -0.481
C -3.38 1.78 5.29 0.228
O -3.96 2.48 4.50 -0.559
O -3.85 1.52 6.52 -0.351
C -5.11 2.14 6.82 -0.789
C 1.70 0.54 7.04 -0.755
O 2.44 1.48 7.14 -0.557
O 1.56 -0.42 7.97 -0.327
C 2.50 -0.39 9.05 -0.800
H 4.13 -0.33 1.65 0.056
H 4.39 -1.46 3.02 0.326
H 4.81 0.26 3.19 0.304
H -0.14 2.16 8.23 0.403
H -1.85 2.53 7.94 0.360
H -0.62 2.96 6.72 0.348
H -1.04 -1.97 4.18 0.691
H 0.26 -2.41 3.04 0.215
H -1.34 -1.98 2.42 0.175
H -4.84 -0.58 1.89 0.384
H -4.76 0.21 3.48 0.153
H -3.50 -0.98 3.02 0.227
H -5.35 1.85 7.84 0.252
H -5.88 1.80 6.14 0.313
H -5.03 3.23 6.74 0.318
H 1.98 -0.80 9.92 0.241
H 2.84 0.62 9.25 0.369
H 3.35 -1.02 8.80 0.267
C -1.29 -4.97 2.19 -0.999
Si 0.17 -4.97 1.01 0.439
C 1.74 -4.92 2.05 -0.953
C 0.14 -6.64 0.17 -1.069
As 0.14 -2.97 -0.22 0.557
Si 1.95 -3.38 -1.68 0.347
C 1.83 -2.26 -3.17 -0.921
C 3.50 -3.00 -0.72 -0.600
C 2.10 -5.14 -2.32 -1.149
Si -1.77 -3.29 -1.58 0.091
C -2.07 -5.05 -2.17 -1.057
C -1.68 -2.18 -3.08 -0.883
C -3.20 -2.77 -0.51 -0.345
H -1.31 -5.92 2.74 0.435
H -2.24 -4.86 1.66 0.242
H -1.21 -4.16 2.91 0.158
H 1.59 -5.43 3.00 0.448
H 2.04 -3.88 2.25 -0.082
H 2.57 -5.40 1.53 0.332
H 0.21 -7.42 0.94 0.370
H 0.97 -6.77 -0.52 0.257
H -0.78 -6.80 -0.39 0.247
H 1.51 -1.25 -2.87 0.121
H 1.12 -2.64 -3.90 0.278
H 2.81 -2.17 -3.64 0.417
H 3.49 -1.95 -0.40 -0.198
H 4.39 -3.16 -1.34 0.400
H 3.58 -3.63 0.17 0.204
H 1.13 -5.56 -2.60 0.223
H 2.55 -5.79 -1.57 0.280
H 2.74 -5.15 -3.21 0.396
H -1.16 -5.51 -2.56 0.216
H -2.83 -5.04 -2.96 0.407
H -2.44 -5.67 -1.35 0.264
H -1.15 -2.65 -3.90 0.316
H -1.17 -1.24 -2.85 0.093
H -2.69 -1.93 -3.40 0.394
H -3.23 -3.33 0.43 0.169
H -4.16 -2.90 -1.01 0.489
H -3.11 -1.71 -0.26 -0.426

---

No. 3
57
Properties=species:S:1:pos:R:3:mulliken_charge:R:1 method="wB97M-V/def2-TZVPD" homo_energy_ev=-7.8 total_charge=0 lumo_ev=-1.883 total_energy_ha=-5579.01242
O 5.26 -3.25 2.86 -0.658
P 3.96 -3.20 2.17 1.022
O 2.93 -2.15 2.82 -0.446
O 3.19 -4.59 2.19 -0.487
P 3.94 -2.60 0.07 -0.183
C 3.91 -0.80 0.28 0.389
C 5.09 -0.06 0.40 -0.468
C 5.04 1.31 0.54 -0.889
C 3.81 1.95 0.57 -0.597
C 2.63 1.24 0.47 0.288
C 2.67 -0.15 0.31 0.289
S 1.18 -1.08 0.22 -0.271
C 0.09 0.15 -0.41 0.645
C -1.04 -0.29 -1.10 -0.705
C -2.01 0.60 -1.52 -1.096
C -1.84 1.95 -1.25 -0.971
C -0.71 2.42 -0.58 0.452
P -0.79 4.21 -0.26 -0.015
O -0.41 4.27 1.32 -0.506
Br 1.14 4.88 -1.28 -0.261
C 0.28 1.52 -0.17 0.735
N 1.41 1.95 0.54 -0.134
H 3.28 -1.92 3.70 0.316
H 2.30 -4.52 1.79 0.411
H 5.31 -2.79 -0.16 0.069
H 6.04 -0.58 0.39 0.360
H 5.95 1.88 0.63 0.381
H 3.78 3.03 0.68 0.392
H -1.15 -1.35 -1.27 0.446
H -2.87 0.24 -2.05 0.440
H -2.61 2.66 -1.55 0.526
H 0.27 3.64 1.60 0.447
H 1.61 2.92 0.33 0.161
O -2.19 -5.48 6.34 -0.534
C -1.58 -5.25 5.32 0.251
C -2.29 -4.92 4.06 -0.382
C -1.63 -4.68 2.93 -0.486
C -0.15 -4.72 2.90 0.750
O 0.44 -4.49 1.86 -0.669
C 0.57 -5.04 4.15 -0.242
C -0.09 -5.29 5.27 -0.465
H -3.37 -4.90 4.11 0.406
H -2.12 -4.43 2.00 0.428
H 1.66 -5.07 4.09 0.434
H 0.40 -5.53 6.20 0.428
O -4.39 2.20 -3.22 -0.512
C -4.34 3.03 -4.09 0.411
C -5.57 3.56 -4.73 -0.428
C -5.52 4.48 -5.69 -0.395
C -4.22 5.02 -6.16 0.311
O -4.16 5.86 -7.03 -0.537
C -2.98 4.49 -5.52 -0.455
C -3.04 3.57 -4.56 -0.122
H -6.51 3.15 -4.36 0.417
H -6.40 4.88 -6.17 0.398
H -2.05 4.90 -5.88 0.422
H -2.15 3.17 -4.08 0.493